Computed, not measured: the molecule C5H8O, with ωB97M-V/def2-TZVPD.

Output
Spin multiplicity: 1
Energy in a.u.: -270.48952
HOMO level in eV: -8.4
ΔE to the lowest compared entry with this formula, charge and spin in eV: 1.860

The geometry in XYZ format:
```
14
Properties=species:S:1:pos:R:3:mulliken_charge:R:1
C 1.9605 -0.6151 0.0723 -1.229
C 0.5678 -0.4737 0.6066 0.777
O 0.3677 -1.2156 1.7383 -0.543
C -0.3901 0.2348 0.0318 -0.011
C -0.8222 1.0376 -1.1102 -0.530
C -1.8310 0.4906 -0.0954 -0.593
H 2.0249 -1.5095 -0.5589 0.255
H 2.2320 0.2504 -0.5367 0.324
H 2.6818 -0.7296 0.8860 0.369
H -0.5414 -1.0584 2.0303 0.308
H -0.8059 0.6059 -2.1096 0.222
H -0.6459 2.1125 -1.0908 0.207
H -2.3342 1.2065 0.5525 0.231
H -2.4641 -0.3366 -0.4162 0.213
```